Density functional theory data (ωB97M-V/def2-TZVPD) for a 2-piece molecular cluster, C9H11NOS overall at a distorted geometry.

The spin multiplicity is 1. The gap between HOMO and LUMO comes out at 7.91 eV. As for the net charge: 0. The calculation puts the energy above the lowest of the compared OMol25 structures with the same formula, charge and spin at 3.899 eV. For the LUMO energy, the calculation gives 0.09 eV. Its HOMO energy is -0.28730 hartree. The value obtained for the electronic energy is -23880.5559 eV.

Geometry (Å):
S  -0.89455  -1.97433  -0.82308
O  1.39840  1.43479  -1.55701
N  -0.97911  1.16595  2.43335
C  -0.22659  1.21211  0.17806
C  0.76998  -1.26044  -0.94045
C  -2.53860  1.74652  0.77264
C  -2.22435  1.50865  2.10963
C  1.61016  -1.39186  0.36432
C  1.53941  -1.67252  -2.09860
C  0.68516  0.88437  -0.83111
C  -1.52836  1.52345  -0.17587
C  -0.03296  0.96381  1.56853
H  1.09114  0.93962  1.80009
H  1.85936  -2.46631  0.61498
H  2.31973  -0.94656  -2.30784
H  -1.15608  -1.49332  0.33835
H  -1.88752  1.58912  -1.16260
H  -2.83233  2.09651  2.86407
H  2.18440  -2.58797  -1.96757
H  -3.52276  1.99215  0.45082
H  0.82635  -1.80647  -2.93036
H  2.51587  -0.74048  0.16232
H  1.02323  -0.71680  1.13730